[1]
Here is a cluster of 5 separate species, C16H23BF4N3O13 in total at a distorted geometry from OMol25. Energies are from ωB97M-V with the def2-TZVPD basis set.

The geometry in XYZ format:
```
60
Properties=species:S:1:pos:R:3:lowdin_charge:R:1
O 2.2241 -2.0266 4.7333 0.140
H 2.6676 4.6695 -0.1852 0.148
C 1.8839 -1.8138 -2.8439 -0.305
H 2.1055 -1.5353 -3.8745 0.174
O 1.4669 -3.4148 3.1718 0.066
H -0.4778 -1.8853 2.0561 0.067
H -1.4689 2.0891 1.8493 0.118
H 2.9538 3.3017 0.9164 0.141
C -1.9109 1.2910 -4.3480 -0.317
B -1.6598 -0.9527 0.4986 -0.527
C -0.9598 -0.6417 -4.9748 -0.540
H 2.2768 4.6589 2.8615 0.175
F 4.4409 -2.0946 4.2947 0.089
C 2.3203 4.1595 0.7130 -0.036
O 0.9525 3.7515 0.5332 0.057
F 1.4852 -0.6936 -2.1664 0.052
C -2.6294 1.2843 0.1117 -0.080
O 3.0466 -2.3333 -2.2330 0.125
O 1.7657 -4.0934 -2.7238 0.085
C 0.9022 -2.9478 -2.6936 -0.053
H -2.2386 -2.2360 -0.8114 0.130
O -1.4470 -1.7347 -0.5870 0.189
H -4.6230 -1.6413 1.7210 0.140
H -1.4926 1.6946 -6.4291 0.150
F -3.1083 1.8951 -4.5109 0.086
O -0.6692 -1.7907 -4.9584 0.168
N -3.4186 1.2939 2.2868 0.143
H -1.8933 1.4347 -0.6669 0.133
H -1.5173 1.5543 -3.3640 0.162
H -4.1361 -1.1541 3.2868 0.142
H 3.2722 -4.4025 2.8306 0.145
C -2.4664 2.0498 1.4252 -0.114
H 3.4701 -3.6042 5.1599 0.177
C 3.0045 -3.6994 -2.3515 -0.548
C -0.5809 -0.9002 1.6093 0.049
H 0.3692 -0.6326 1.1465 0.096
N -4.1390 -0.9776 2.2973 0.255
H -0.2903 2.3973 -5.3210 0.144
H -0.7784 -0.2070 2.4238 0.066
C 2.2046 5.1232 1.8767 -0.307
H -2.7825 3.0643 1.2191 0.113
O 0.8898 5.6397 1.7060 0.148
H -3.5615 1.6633 -0.3088 0.138
H 0.3922 -2.9092 -1.7305 0.125
H 0.1678 -2.9797 -3.4879 0.110
H 3.1826 -2.7311 2.2290 0.145
F 3.0945 6.1305 1.8018 0.096
O 0.0053 -2.2171 4.3856 0.153
C 1.1227 -2.5237 4.1246 -0.572
N -2.9312 -0.1102 0.5225 0.109
C -3.5112 0.0441 1.7268 -0.369
C 3.3292 -2.8535 4.3818 -0.302
C -0.9548 1.5560 -5.4912 -0.033
C 0.1544 4.7121 1.0565 -0.555
O -1.0286 4.7274 0.9602 0.163
C 2.8985 -3.4050 3.0378 -0.031
O -0.2140 0.3291 -5.5361 0.083
O -2.0825 -0.1160 -4.4140 0.135
H -2.9983 1.1590 3.2072 0.164
O 3.9207 -4.4151 -2.1508 0.192
```

Summary:
energy = -59595.5798 eV
net charge = +1
max |F| = 1.749 eV Å⁻¹

[2]
Here is the molecule C6H9N at a distorted geometry from OMol25. Energies are from ωB97M-V with the def2-TZVPD basis set.

The geometry in XYZ format:
```
16
Properties=species:S:1:pos:R:3:lowdin_charge:R:1
H -1.2459 1.4613 1.1116 0.101
H -1.1216 1.3958 -0.7197 0.108
H -0.5178 -2.1583 -0.8945 0.126
C 2.6585 0.7865 0.4234 0.008
H 2.9233 -0.8509 -0.0689 0.135
H -3.0678 -0.3853 0.9647 0.099
C -2.4129 -0.1810 0.1210 -0.153
C 1.1198 -0.8421 -0.9865 0.055
C -0.3340 -1.0716 -0.8624 -0.264
H 2.6498 1.7915 0.0219 0.057
H -2.8610 -0.3598 -0.8580 0.102
H -0.7678 -0.6920 -1.8139 0.121
C -1.3713 0.8736 0.2064 -0.155
N -1.0152 -0.5268 0.3062 -0.124
H 3.3987 0.5630 1.1894 0.053
C 1.9692 -0.2642 -0.1118 -0.269
```

Summary:
relative energy (zero: lowest compared OMol25 entry of this formula, charge and spin) = 640.83 kJ/mol
energy = -7851.5179 eV
net charge = 0
max |F| = 1.154 eV Å⁻¹

[3]
Here is a structure of composition C29H15Cl7FN2O4Pd from OMol25. Energies are from ωB97M-V with the def2-TZVPD basis set.

The geometry in XYZ format:
```
59
Properties=species:S:1:pos:R:3:mulliken_spin:R:1
C 0.3092 -2.5851 -0.6360 0.033
C 3.4726 1.6038 0.8553 0.187
H 2.1074 -5.9735 -1.0528 0.000
Cl 2.0532 -0.0721 2.3968 -0.001
C -2.1871 4.1673 5.5953 0.266
H -0.7239 -0.6178 -3.7317 0.002
H -1.3376 3.2904 7.3459 0.001
H 0.5014 -2.9308 1.4792 -0.001
C -0.3471 -1.2909 -0.4434 -0.005
H -1.2080 -4.4446 -4.0052 0.000
N 0.1622 -2.3372 -3.0179 0.005
C 1.2145 -4.3266 -2.0882 0.000
C 0.5589 -3.0887 -1.9182 -0.002
C -2.4091 4.0861 4.1772 -0.017
C 0.6998 -3.3200 0.4915 0.005
C -3.3265 4.8203 2.0880 -0.016
O -0.5521 -0.9151 0.7433 0.080
C -0.4246 -1.1553 -2.8398 0.009
C 3.6477 2.6852 -0.0791 0.115
H -2.8543 3.4936 0.4248 -0.003
Cl -2.8189 5.4917 6.4680 0.059
Cl 5.2141 3.1132 -0.5696 0.038
H -3.9093 5.5085 1.4926 0.000
C -1.1091 1.9410 4.1853 0.093
H -1.8699 -2.9809 -4.7324 0.000
C 1.5926 -5.0246 -0.9647 0.000
C -1.8603 3.0006 3.4889 0.113
C 2.1908 1.2307 1.2799 -0.036
H -0.9257 -4.1030 -5.7187 0.000
C -3.1537 5.0185 3.4350 0.054
H -3.5936 5.8730 3.9303 0.007
C -0.6935 -0.5758 -1.6240 -0.033
C -2.7396 3.7066 1.4819 0.022
C 2.5519 3.3563 -0.5544 0.001
H 1.6097 -4.1290 -5.5004 0.000
Cl 2.7201 4.6464 -1.6533 0.001
C 1.2639 2.9494 -0.0971 0.279
C 0.2637 -2.8920 -4.3873 -0.001
C -1.4785 3.1972 6.2781 -0.096
C 1.5035 -4.8613 -3.4666 0.000
H 0.7435 -5.5986 -3.7383 0.000
C 1.3261 -4.5167 0.3042 0.001
O -0.6598 0.9624 3.5754 0.321
H 2.4560 -5.3913 -3.4583 0.000
H 0.3576 -2.0288 -5.0461 0.000
C -1.4087 0.7628 -1.6962 0.029
Pd -0.8878 1.1374 1.2718 1.417
O -1.5979 1.2472 -2.8029 0.022
C 1.5271 -3.7337 -4.4883 0.000
O -1.8135 1.2953 -0.5966 0.136
Cl 4.8367 0.7979 1.4170 0.080
N -2.0196 2.8370 2.1676 0.040
H 2.3953 -3.0930 -4.3149 0.000
C -1.0114 -3.6529 -4.7292 0.000
C -0.9559 2.1032 5.6122 0.217
Cl -0.0671 3.7788 -0.6836 0.152
F 1.7174 -5.2374 1.3671 0.000
C 1.0495 1.8702 0.8243 0.369
Cl -0.1019 0.9044 6.4582 0.056
```

Summary:
energy = -135333.6530 eV
net charge = +1
max |F| = 0.420 eV Å⁻¹
spin multiplicity = 5

[4]
Here is a structure of composition C31H32N10O3S2W at a distorted geometry from OMol25. Energies are from ωB97M-V with the def2-TZVPD basis set.

The geometry in XYZ format:
```
79
Properties=species:S:1:pos:R:3:lowdin_charge:R:1
N 4.3372 1.2991 3.1452 0.188
H -4.3337 2.2687 -0.0502 0.118
W -0.1868 -0.4781 0.0755 1.338
H 3.9730 -3.1255 2.0086 0.110
O 0.5232 -3.6214 -0.4848 -0.008
S -1.0789 -1.6646 -2.0382 0.822
N -0.7628 -4.7803 0.9992 -0.041
C -1.3495 2.2311 0.6284 -0.233
H 1.7838 2.2248 -0.3055 0.071
C 1.5276 0.7694 2.4781 -0.109
C -2.7127 -1.4736 -1.6486 -0.740
C -2.0249 2.7897 -3.3413 -0.023
C 2.0608 0.1286 -2.7900 -0.514
H -1.1187 1.5302 5.0861 0.124
C 2.1212 -2.2203 1.7279 -0.136
C -0.3774 4.3564 1.1642 -0.004
C 1.9345 1.3887 3.6413 -0.085
C -1.7234 -4.7444 1.9600 -0.030
C -1.9233 -2.3753 1.7158 -0.486
H -3.8902 2.3488 1.6510 0.096
C 0.8081 3.8976 0.6001 0.000
C -0.1032 -6.0243 0.6211 0.007
H -4.4793 0.8419 0.9932 0.093
H -0.9881 3.2475 -5.7160 0.119
C 3.3703 1.6994 4.0068 -0.492
H -2.6506 2.0050 -2.9329 0.065
C 0.8722 2.5999 0.1388 -0.135
H 5.2872 1.5037 3.4131 0.127
H 3.8752 -0.9594 -2.7300 0.101
H 3.2264 -2.4553 3.4761 0.105
N -3.6668 -2.1749 -2.2579 0.146
C -0.3391 1.3264 4.3665 0.003
C 0.7741 2.0628 -5.6945 0.013
C -2.3328 -3.6016 2.3368 0.026
N -0.1611 1.7492 0.1682 -0.052
N -0.0042 1.4256 -3.0685 0.132
H 2.6033 -3.9567 2.7697 0.103
H -1.8400 3.5445 -2.5746 0.083
N -3.0763 -0.5712 -0.7124 0.037
C 3.0317 -2.9807 2.5398 0.015
H 1.0805 2.3123 -6.7020 0.130
H 3.0057 0.8789 -6.4805 0.127
H -1.6518 0.2977 3.0137 0.095
C -0.3601 2.5710 -5.1541 -0.011
H -1.9716 -5.6925 2.4168 0.140
H 1.2764 2.2242 5.4936 0.136
H -3.4010 -2.8150 -2.9884 0.121
H -4.0360 -0.4611 -0.4165 0.156
C 1.1619 0.9323 -3.5737 -0.224
N -2.1181 0.2291 -0.1643 -0.133
N 0.2593 0.3793 2.2504 -0.038
C -0.7313 2.2163 -3.8433 -0.312
C -0.6473 0.6501 3.1964 -0.093
H -2.4193 3.8488 1.5494 0.122
C 2.7575 0.6617 -5.4502 -0.009
C -2.4659 1.3398 0.4360 -0.238
H -0.1029 -6.1270 -0.4616 0.102
C 0.9687 1.7010 4.5984 0.043
H 2.2265 0.5728 1.6757 0.072
H -3.1011 -3.5927 3.0922 0.119
C 3.2179 -0.3671 -3.3525 -0.113
H 1.6624 4.5526 0.5130 0.127
C 3.5651 -0.1168 -4.6819 -0.054
S 1.9580 -0.1673 -1.0458 0.752
H 4.4736 -0.5388 -5.0863 0.119
H 0.9346 -6.0206 0.9545 0.097
C -3.8666 1.7142 0.7685 0.028
H -2.5631 3.2717 -4.1540 0.080
O -2.3773 -1.2420 1.9637 -0.059
C -0.3487 -3.6168 0.3700 -0.571
H -0.6223 -6.8675 1.0673 0.098
H -0.4469 5.3535 1.5756 0.129
N -0.9396 -2.4385 0.7634 -0.034
H 4.1690 0.9915 2.2056 0.089
H -4.6490 -1.9929 -2.1285 0.129
C 1.5742 1.2057 -4.9168 -0.144
O 3.6138 2.2130 5.0742 0.096
C -1.4676 3.5152 1.1630 0.024
N 1.3965 -1.6074 1.0927 -0.049
```

Summary:
relative energy (zero: lowest compared OMol25 entry of this formula, charge and spin) = 315.55 kJ/mol
energy = -77195.2728 eV
net charge = +2
max |F| = 2.418 eV Å⁻¹